No. 1
A 2-piece molecular cluster, C9H14 overall in a non-equilibrium geometry, computed with ωB97M-V with the def2-TZVPD basis set.

Its frontier orbital gap (alpha / beta) is 0.3732 / 0.2251 hartree. The value obtained for the energy above the lowest of the compared OMol25 structures with the same formula, charge and spin is 0.576 eV. Its expectation value of S² is 0.77. The HOMO energy (alpha / beta) is -14.570 / -14.567 eV. Its spin multiplicity is 2. Its total charge is +1.

```
23
C9H14, DFT ωB97M-V with the def2-TZVPD basis set
C -2.8836 0.2182 -1.3887
C -1.8284 -0.0938 -2.4710
H -2.4695 -0.1211 -0.4148
H -3.1218 1.2751 -1.4067
H -3.7433 -0.4393 -1.3893
H -2.2331 0.0517 -3.4857
H -1.5492 -1.1175 -2.3463
H -1.0228 0.5967 -2.3816
C 2.0497 1.1336 -0.6702
C 1.4272 0.4438 0.5038
C 0.4097 -0.5422 0.3221
C 1.9376 0.6252 1.7352
C -0.0375 -1.3954 1.3338
C 1.4403 -0.1111 2.8110
C 0.5110 -1.1494 2.5859
H 1.3912 1.6728 -1.3339
H 2.5438 0.3525 -1.2928
H 0.0850 -0.6696 -0.6899
H 2.8457 1.2632 1.8949
H -0.7900 -2.1680 1.2594
H 1.9499 0.0438 3.7587
H 0.2392 -1.6977 3.4758
H 2.8490 1.8284 -0.4098
```

=====

No. 2
C28H73AlBr3F2N10O16P3S2 as an isolated structure in a non-equilibrium geometry, computed with ωB97M-V with the def2-TZVPD basis set.

Its frontier orbital gap is 0.0338 hartree. The value obtained for the energy above the lowest of the compared OMol25 structures with the same formula, charge and spin is 5.224 eV. The HOMO energy is -11.269 eV. Its total charge is +2.

```
138
C28H73AlBr3F2N10O16P3S2, DFT ωB97M-V with the def2-TZVPD basis set
Al 8.8664 -2.4352 -0.0235
N 3.0489 -1.3124 -0.5737
S 1.8218 -2.0205 -0.1887
O 0.9892 -2.6138 -1.2248
O 1.2690 -1.5264 1.0488
F 2.6438 -3.2881 0.4624
S 2.2437 0.0750 -1.1116
O 3.0388 1.2582 -0.9278
O 0.8162 0.2357 -1.0158
F 2.3713 -0.1652 -2.7394
C -4.1927 0.7648 4.8361
Br -5.6944 -0.3506 4.0660
Br -3.4038 0.0193 6.5054
Br -4.4896 2.6852 4.9017
H -3.5702 0.5866 3.9592
O -7.6405 -3.5045 -7.1005
P -7.2893 -3.5487 -5.6808
N -7.7985 -4.9396 -4.9434
C -7.5367 -5.2744 -3.4842
C -7.8935 -6.1436 -5.7406
N -7.8585 -2.2103 -4.7692
C -8.5644 -1.1595 -5.4294
C -7.3247 -1.7964 -3.4893
N -5.6383 -3.4826 -5.4840
C -4.8936 -2.2757 -5.6403
C -4.8814 -4.7427 -5.6294
H -8.4493 -5.2427 -2.8890
H -6.8483 -4.5646 -3.0256
H -7.0892 -6.2676 -3.4484
H -7.0745 -6.2881 -6.4452
H -8.8463 -6.0996 -6.2681
H -7.9829 -7.0359 -5.1210
H -8.5033 -1.2280 -6.5156
H -9.5980 -1.1558 -5.0832
H -8.3418 -0.1379 -5.1216
H -6.5450 -1.0410 -3.5865
H -8.0201 -1.2530 -2.8496
H -6.7607 -2.6181 -3.0479
H -4.2317 -2.3592 -4.7783
H -4.4100 -2.1840 -6.6128
H -5.4522 -1.3496 -5.5044
H -5.4337 -5.5360 -6.1331
H -4.4819 -4.9796 -4.6433
H -4.0730 -4.4913 -6.3161
O -4.8593 9.9360 -1.5168
P -4.3904 10.0023 -2.9175
N -5.5484 9.6451 -4.2166
C -5.2405 9.8407 -5.6367
C -6.7703 8.8372 -4.2117
N -3.2224 8.7876 -3.2070
C -3.5422 7.3478 -2.9866
C -1.8405 9.1807 -3.0725
N -3.7041 11.5224 -3.3136
C -3.4027 12.0934 -4.6972
C -2.8688 12.1376 -2.2835
H -5.3361 8.8747 -6.1324
H -4.2233 10.1743 -5.8419
H -5.8456 10.6678 -6.0082
H -7.5880 9.3242 -4.7429
H -7.0992 8.5937 -3.2014
H -6.5264 7.8111 -4.4870
H -2.8782 6.7631 -3.6234
H -3.4403 7.0753 -1.9362
H -4.5194 7.0445 -3.3622
H -1.3257 8.6367 -3.8644
H -1.7267 10.2464 -3.2712
H -1.3751 8.8912 -2.1304
H -3.2970 13.1781 -4.7120
H -2.6138 11.5675 -5.2349
H -4.4222 11.9816 -5.0661
H -3.2004 12.1142 -1.2454
H -2.9142 13.2049 -2.4998
H -1.8402 11.8280 -2.0983
O 6.6896 1.3364 5.6607
P 6.2029 1.8347 7.0004
N 5.7240 0.5034 8.0109
C 4.7157 -0.3231 7.4146
C 6.6483 -0.2123 8.8819
N 4.8448 2.9330 6.8528
C 4.8549 3.7609 5.6371
C 3.8715 3.3621 7.9212
N 7.3304 2.7184 7.7866
C 7.0300 3.4206 9.0095
C 8.7330 2.4301 7.5091
H 4.0492 -0.7326 8.1736
H 5.2053 -0.9842 6.6995
H 4.1614 0.3113 6.7231
H 7.5451 0.3494 9.1434
H 7.0704 -1.0747 8.3660
H 6.1157 -0.5111 9.7848
H 5.5067 3.3912 4.8455
H 3.8574 3.8821 5.2148
H 5.1921 4.7594 5.9152
H 3.7311 2.4985 8.5712
H 4.2345 4.2471 8.4438
H 2.8316 3.4847 7.6187
H 6.0404 3.2131 9.4166
H 7.7061 3.1327 9.8145
H 7.0932 4.4669 8.7107
H 9.4506 2.9174 8.1693
H 9.1150 2.4784 6.4894
H 8.7911 1.3808 7.7982
C 5.5773 -4.0092 -7.9499
O 6.3951 -3.0935 -8.5422
C 6.8800 -2.0928 -7.7779
O 6.9800 -2.0882 -6.5410
O 7.4008 -1.1052 -8.5674
C 7.6358 -1.1734 -9.9292
H 5.8909 -4.2119 -6.9258
H 5.7451 -4.9797 -8.4170
H 4.5174 -3.7552 -7.9557
H 8.6237 -1.6050 -10.0904
H 7.8079 -0.2892 -10.5429
H 6.9445 -1.8691 -10.4049
C -2.4434 -9.3787 1.6564
O -2.9601 -9.4903 2.9795
C -3.3877 -8.4041 3.4572
O -3.4550 -7.2450 2.8821
O -3.9027 -8.7635 4.6285
C -4.4321 -7.7533 5.4422
H -3.1610 -8.9893 0.9343
H -2.1711 -10.3768 1.3134
H -1.6046 -8.6835 1.6219
H -5.0441 -7.0386 4.8920
H -3.7096 -7.1232 5.9610
H -5.1123 -8.2429 6.1391
C 6.0966 -8.9814 5.5557
O 7.4671 -9.0049 5.9415
C 8.1818 -7.8595 5.6827
O 7.8081 -6.9091 5.0081
O 9.4039 -7.9527 6.1463
C 9.8477 -8.8112 7.1959
H 5.9073 -9.1630 4.4977
H 5.6146 -8.0288 5.7755
H 5.5489 -9.7072 6.1567
H 9.4042 -9.8067 7.2199
H 9.7000 -8.3553 8.1749
H 10.9271 -8.9439 7.1227
```

=====

No. 3
One molecule with the formula C5H8ClN in a non-equilibrium geometry, computed with ωB97M-V with the def2-TZVPD basis set.

Its frontier orbital gap is 0.3886 hartree. The value obtained for the energy above the lowest of the compared OMol25 structures with the same formula, charge and spin is 0.482 eV. The HOMO energy is -9.552 eV. As for the SMILES: Cl[C@@H]1C[C@@H]2N[C@@H]2C1.

```
15
C5H8ClN, DFT ωB97M-V with the def2-TZVPD basis set
Cl -2.8330 -0.0057 0.3312
C -1.1949 -0.0023 -0.3985
C -0.3634 -1.2440 -0.0088
C 1.0771 -0.7617 -0.1757
N 1.6701 -0.0150 0.9245
C 1.0850 0.7402 -0.1742
C -0.3512 1.2218 0.0001
H -1.3434 0.0192 -1.4761
H -0.5980 -2.0746 -0.6164
H -0.5764 -1.5169 1.0258
H 1.7317 -1.3352 -0.7950
H 1.0465 0.0040 1.7342
H 1.7874 1.3288 -0.7539
H -0.5537 1.5336 1.0205
H -0.5836 2.1079 -0.6378
```

=====

No. 4
C21H28F5O2Rh as an isolated structure in a non-equilibrium geometry, computed with ωB97M-V with the def2-TZVPD basis set.

Its frontier orbital gap (alpha / beta) is 0.2540 / 0.2053 hartree. The value obtained for the energy above the lowest of the compared OMol25 structures with the same formula, charge and spin is 1.867 eV. Its expectation value of S² is 6.03. The HOMO energy (alpha / beta) is -6.160 / -7.803 eV. Its spin multiplicity is 5.

```
57
C21H28F5O2Rh, DFT ωB97M-V with the def2-TZVPD basis set
O -0.2298 0.5935 -0.9240
C 0.8697 1.2198 -1.6816
C 0.0385 2.4306 -2.1120
H 1.1293 0.5458 -2.4996
H 1.7159 1.4482 -1.0404
C -1.0789 1.7137 -1.2177
H -0.1223 2.5100 -3.1939
H 0.3923 3.3530 -1.5955
C -2.3418 1.1476 -1.8318
H -2.0419 0.5210 -2.6749
H -2.9730 2.0179 -2.0906
H -2.8566 0.4640 -1.1089
C -1.2961 2.6802 -0.0669
H -0.3585 3.1805 0.1994
H -1.7035 2.2625 0.8595
H -2.0131 3.4241 -0.4295
Rh 0.2849 -0.6182 2.6749
C 0.7493 1.7986 3.8955
C 1.5929 0.6413 3.8824
C 2.0097 0.4434 2.4716
H 2.0175 0.1047 4.7297
C 1.4137 1.5317 1.7302
C 0.6923 2.3624 2.6001
H 0.2134 3.3039 2.3358
H 0.2920 2.2111 4.7819
H 2.7945 -0.2219 2.1376
H 1.6274 1.7209 0.6861
C -1.5527 -0.1743 4.1700
C -2.0909 0.9520 3.4748
C -2.3354 0.5739 2.1410
H -2.2880 1.9355 3.8983
C -1.8243 -0.7528 1.9201
C -1.5473 -1.3079 3.2541
H -1.4854 -2.3622 3.5172
H -1.2811 -0.2324 5.2301
H -2.9418 1.1215 1.4126
H -1.7899 -1.2928 0.9690
O -0.1387 -1.1103 -3.1852
C -0.2934 -0.4764 -4.5067
C 0.3817 -1.3358 -5.6045
H 0.2690 0.4828 -4.4791
H -1.3559 -0.2389 -4.7092
C 1.2928 -2.2983 -4.8039
H 1.0081 -0.6855 -6.2319
H -0.3276 -1.8696 -6.2569
C 0.9520 -2.0624 -3.3074
H 2.3462 -2.0785 -4.9966
H 1.1028 -3.3538 -5.0590
H 1.8145 -1.6304 -2.7701
H 0.6633 -3.0010 -2.7996
F -0.0127 -3.2235 1.5133
C 0.9923 -2.4616 2.0516
F 1.8746 -2.2166 1.0173
C 1.7478 -3.2319 3.1510
F 2.0178 -4.4785 2.7136
F 2.9249 -2.6139 3.4403
F 1.0594 -3.3669 4.3187
```

=====

No. 5
C19H44AuClNP2S as an isolated structure in a non-equilibrium geometry, computed with ωB97M-V with the def2-TZVPD basis set.

Its frontier orbital gap (alpha / beta) is 0.1895 / 0.1909 hartree. The value obtained for the energy above the lowest of the compared OMol25 structures with the same formula, charge and spin is 0.052 eV. Its expectation value of S² is 2.01. The HOMO energy (alpha / beta) is -2.431 / -2.859 eV. Its spin multiplicity is 3. Its total charge is -1.

```
69
C19H44AuClNP2S, DFT ωB97M-V with the def2-TZVPD basis set
Au -0.6119 0.5929 -0.2079
Cl -0.6677 -1.8437 -0.2306
P -2.8937 0.4443 -0.7277
C -3.8208 -0.7080 0.3564
C -3.2945 2.2099 -0.4403
C -2.8067 -0.1491 -2.4423
C -3.2394 -0.9323 1.7644
H -3.7165 -1.6666 -0.1859
C -5.2503 -0.1920 0.3845
H -5.3118 0.7084 1.0132
H -5.8675 -0.9888 0.8134
H -5.6156 0.0373 -0.6279
H -2.2819 -1.4734 1.7300
H -3.9596 -1.5515 2.3196
H -3.0868 0.0020 2.3239
H -2.4740 -1.1884 -2.3030
C -1.7596 0.5397 -3.3160
C -4.2205 -0.0406 -2.9679
H -4.8705 -0.7583 -2.4596
H -4.2111 -0.2617 -4.0396
H -4.6087 0.9795 -2.8162
H -0.8327 0.7851 -2.7822
H -2.1370 1.4519 -3.7823
H -1.4735 -0.1413 -4.1273
C -2.9599 2.6494 0.9981
H -4.3832 2.2591 -0.5992
C -2.5896 3.1384 -1.4385
H -3.4911 2.0636 1.7644
H -3.2652 3.7022 1.1073
H -1.8792 2.5862 1.2057
H -1.4926 3.1133 -1.3356
H -2.9199 4.1672 -1.2226
H -2.8526 2.9159 -2.4820
H -0.6343 0.4211 1.4842
H 0.7728 0.2372 -1.2053
P 2.8214 -1.1848 0.7079
C 3.0676 -2.4600 -0.5528
C 3.9909 0.2480 0.6458
C 2.2942 -1.8144 2.3036
C 2.4736 -2.1672 -1.9395
H 2.5317 -3.3486 -0.1720
C 4.5765 -2.7082 -0.5941
H 5.0856 -1.8621 -1.0790
H 4.7979 -3.6301 -1.1529
H 4.9858 -2.8154 0.4216
H 1.3791 -2.1659 -1.9047
H 2.7930 -2.9372 -2.6598
H 2.7775 -1.1916 -2.3312
H 1.5010 -2.5348 2.0531
C 1.6755 -0.8340 3.2992
C 3.5447 -2.5090 2.8322
H 3.8031 -3.3798 2.2213
H 3.4130 -2.8453 3.8698
H 4.4023 -1.8197 2.8080
H 1.1532 -0.0151 2.8098
H 2.4075 -0.4106 3.9888
H 0.9239 -1.3374 3.9186
C 3.9763 0.9426 -0.7313
H 4.9812 -0.2257 0.8261
C 3.7032 1.2957 1.7317
H 4.2876 0.2808 -1.5551
H 4.6605 1.8101 -0.7263
H 2.9696 1.3238 -0.9720
H 2.7378 1.7993 1.5647
H 4.4822 2.0778 1.7158
H 3.6912 0.8651 2.7405
S 1.6982 4.7131 0.1546
C 0.8808 3.3702 0.1115
N 0.2397 2.3614 0.1204
```